Entry 1:
C5H7NO2 | ωB97M-V with the def2-TZVPD basis set

Calculated values
SMILES = O=C(O)C1=NCCC1
Energy relative to the best compared isomer or geometry (same formula, charge and spin) = 0.0000 eV
LUMO level = 0.059 eV

Geometry as XYZ:
```
15
C5H7NO2 ωB97M-V with the def2-TZVPD basis set
O 0.445 -1.668 -2.519
C -0.237 -1.593 -1.525
O -1.282 -2.390 -1.255
C -0.117 -0.535 -0.475
N -0.900 -0.543 0.577
C -0.506 0.523 1.481
C 0.505 1.387 0.687
C 0.937 0.543 -0.509
H -1.666 -2.113 -0.412
H -1.328 1.144 1.826
H -0.070 0.104 2.388
H 1.344 1.692 1.288
H -0.022 2.281 0.344
H 0.951 1.019 -1.506
H 1.946 0.149 -0.390
```

Results of the Löwdin charge analysis, in e, for atoms 1 through 6:
1. O 0.1290
2. C -0.4665
3. O 0.1141
4. C -0.1832
5. N 0.1030
6. C -0.1932

=====

Entry 2:
C4H5NO2 | ωB97M-V with the def2-TZVPD basis set

Calculated values
SMILES = Cc1coc(=O)[nH]1
Energy relative to the best compared isomer or geometry (same formula, charge and spin) = 1.0340 eV
LUMO level = 0.618 eV

Geometry as XYZ:
```
12
C4H5NO2 ωB97M-V with the def2-TZVPD basis set
C -1.416 -0.437 -0.933
C -0.262 0.062 -0.148
C 0.128 1.257 0.275
O 1.399 1.199 0.814
C 1.821 -0.110 0.757
O 2.925 -0.455 1.058
N 0.723 -0.895 0.272
H -1.046 -0.684 -1.933
H -1.861 -1.350 -0.518
H -2.184 0.332 -1.012
H -0.361 2.214 0.288
H 0.134 -1.133 1.080
```

Results of the Löwdin charge analysis, in e, for atoms 1 through 6:
1. C -0.0298
2. C -0.3340
3. C -0.0509
4. O 0.0724
5. C -0.4879
6. O 0.1420

=====

Entry 3:
C5H5NO | ωB97M-V with the def2-TZVPD basis set

Calculated values
SMILES = C#CC(=O)[C@H]1CN1
Energy relative to the best compared isomer or geometry (same formula, charge and spin) = 4.1085 eV
LUMO level = -0.136 eV

Geometry as XYZ:
```
12
C5H5NO ωB97M-V with the def2-TZVPD basis set
C 2.960 -0.506 -0.198
C 1.874 -0.161 0.195
C 0.551 0.271 0.623
O 0.353 0.666 1.759
C -0.528 0.321 -0.436
C -1.855 -0.430 -0.199
N -1.716 0.973 0.026
H 3.923 -0.814 -0.545
H -0.199 0.315 -1.462
H -1.325 -1.215 0.310
H -2.465 -0.658 -1.072
H -1.573 1.237 0.998
```

Results of the Löwdin charge analysis, in e, for atoms 1 through 6:
1. C 0.1557
2. C -0.0271
3. C -0.3856
4. O 0.0976
5. C -0.2553
6. C -0.1074

=====

Entry 4:
C30H60AlBeBrCl4INO15S | ωB97M-V with the def2-TZVPD basis set

Calculated values
Net charge = +2
LUMO level = -9.351 eV

Geometry as XYZ:
```
115
C30H60AlBeBrCl4INO15S ωB97M-V with the def2-TZVPD basis set
C 5.374 4.945 -1.102
O 5.621 3.588 -1.629
C 4.785 2.649 -0.847
C 4.723 1.161 -1.489
C 3.543 0.390 -0.705
C 3.285 -1.101 -1.274
C 2.082 -1.727 -0.407
C 0.733 -2.001 -1.268
C -0.501 -1.662 -0.306
C -1.868 -1.502 -1.177
C -3.089 -1.642 -0.146
C -4.450 -1.296 -0.927
C -5.035 0.179 -0.620
C -6.065 0.702 -1.786
C -5.260 0.786 -3.120
Cl -3.593 1.597 -3.016
C -5.609 0.373 -4.421
C -7.020 -0.289 -4.696
Cl -4.494 0.616 -5.864
C -7.335 -0.207 -1.508
C -8.222 0.342 -0.235
N -7.701 1.773 -0.157
C -7.677 2.292 1.258
C -6.219 2.493 1.878
O -5.540 1.629 2.446
Br -5.461 4.349 1.727
C -6.599 2.099 -1.115
I -7.649 3.421 -2.561
H 6.298 5.309 -0.537
H 5.077 5.651 -1.957
H 4.501 4.952 -0.349
H 5.203 2.553 0.217
H 3.693 3.022 -0.839
H 4.581 1.201 -2.621
H 5.764 0.705 -1.295
H 3.812 0.341 0.405
H 2.583 1.016 -0.870
H 4.220 -1.748 -1.086
H 3.086 -1.090 -2.398
H 2.332 -2.714 0.112
H 1.775 -0.946 0.389
H 0.739 -3.141 -1.578
H 0.657 -1.355 -2.233
H -0.706 -2.503 0.455
H -0.358 -0.685 0.290
H -1.857 -2.344 -1.966
H -1.881 -0.520 -1.772
H -3.149 -2.765 0.121
H -2.997 -0.992 0.787
H -5.259 -2.031 -0.550
H -4.310 -1.525 -2.034
H -4.205 0.957 -0.403
H -5.588 0.075 0.393
H -7.030 -1.360 -4.249
H -7.125 -0.456 -5.840
H -7.886 0.353 -4.324
H -8.172 -0.328 -2.291
H -7.167 -1.293 -1.190
H -9.333 0.187 -0.416
H -7.810 -0.296 0.637
H -8.527 2.283 -0.547
H -8.193 1.485 1.906
H -8.355 3.221 1.368
H -5.747 2.786 -0.805
O -6.773 -3.014 -3.009
H -6.983 -3.717 -3.622
C 4.176 -4.387 2.834
O 4.828 -3.381 3.586
C 5.334 -2.331 2.768
C 5.337 -1.010 3.528
O 4.041 -0.418 3.642
C 3.140 -1.045 4.560
C 3.522 -0.838 6.024
O 4.583 -1.716 6.386
C 5.357 -1.205 7.456
H 4.886 -4.894 2.173
H 3.757 -5.115 3.529
H 3.353 -3.961 2.248
H 4.737 -2.226 1.854
H 6.362 -2.598 2.491
H 5.930 -0.294 2.949
H 5.818 -1.100 4.499
H 3.003 -2.102 4.317
H 2.174 -0.557 4.395
H 2.665 -1.075 6.661
H 3.815 0.207 6.175
H 5.778 -0.228 7.197
H 6.185 -1.896 7.633
H 4.756 -1.133 8.366
O -9.702 -2.089 -5.945
H -9.403 -1.242 -6.417
H -10.500 -2.485 -6.379
H -9.859 -1.933 -4.978
Cl 7.366 2.151 -2.054
Be 0.522 -1.779 -4.155
C 8.582 4.720 2.590
C 7.700 5.414 3.616
O 6.469 4.689 3.597
S 6.778 3.132 3.260
O 6.824 2.407 4.492
O 5.954 2.732 2.157
O 8.298 3.327 2.729
H 8.318 5.022 1.572
H 9.642 4.911 2.760
H 7.532 6.464 3.377
H 8.124 5.334 4.621
C 3.648 -3.231 -5.933
O 3.493 -4.158 -6.759
O 4.326 -2.187 -6.468
O 3.283 -3.133 -4.734
H 4.414 -2.631 -7.336
Cl 0.240 -4.640 -1.365
O -5.447 -1.192 2.909
H -5.394 -0.393 2.387
Al -10.418 -1.136 -8.048
```

Results of the Löwdin charge analysis, in e, for atoms 1 through 6:
1. C -0.0252
2. O -0.3392
3. C -0.2248
4. C -0.2223
5. C -0.1898
6. C -0.1729

=====

Entry 5:
C6H14O2 | ωB97M-V with the def2-TZVPD basis set

Calculated values
Energy relative to the best compared isomer or geometry (same formula, charge and spin) = 6.2604 eV
LUMO level (spin up / spin down) = 0.711 / 0.711 eV

Geometry as XYZ:
```
22
C6H14O2 ωB97M-V with the def2-TZVPD basis set
C 1.058 -0.560 0.108
C -1.256 -1.375 -0.107
C 0.279 0.536 0.223
C -2.377 -0.898 0.766
C -0.207 1.338 -0.934
C 2.587 1.456 0.279
O 1.458 -1.255 1.187
O -1.528 -1.457 -1.475
H 2.075 -1.947 0.926
H -2.041 -0.686 -1.742
H 1.374 -0.909 -0.868
H -0.802 -2.311 0.206
H -0.012 0.836 1.221
H -3.265 -1.544 0.687
H -2.695 0.118 0.506
H -2.062 -0.888 1.811
H -1.299 1.413 -0.917
H 0.187 2.353 -0.879
H 0.099 0.901 -1.884
H 2.258 2.310 0.866
H 2.818 1.704 -0.754
H 3.352 0.867 0.777
```

Results of the Löwdin charge analysis, in e, for atoms 1 through 6:
1. C -0.2873
2. C -0.3024
3. C -0.2185
4. C -0.0997
5. C -0.0874
6. C -0.0165

=====

Entry 6:
C4H8N2O | ωB97M-V with the def2-TZVPD basis set

Calculated values
Energy relative to the best compared isomer or geometry (same formula, charge and spin) = 5.8798 eV
LUMO level (spin up / spin down) = -0.828 / 0.386 eV

Geometry as XYZ:
```
15
C4H8N2O ωB97M-V with the def2-TZVPD basis set
C -0.066 0.670 0.957
C 0.683 1.824 0.429
C -0.471 -0.573 0.178
C 0.848 -1.737 -1.351
O -0.966 0.317 -0.922
N 0.605 -1.453 -0.144
N -1.570 -1.000 0.865
H -1.926 0.241 -0.783
H -0.447 0.767 1.970
H -1.319 -1.694 1.564
H 1.415 2.094 1.204
H 1.219 1.592 -0.488
H 0.046 2.703 0.284
H 0.300 -1.314 -2.196
H 1.650 -2.438 -1.568
```

Results of the Löwdin charge analysis, in e, for atoms 1 through 6:
1. C -0.0247
2. C -0.0963
3. C -0.7152
4. C -0.0085
5. O -0.0592
6. N 0.0772

=====

Entry 7:
C14H18O5S | ωB97M-V with the def2-TZVPD basis set

Calculated values
SMILES = CCCOc1ccc(CS[C@H](CC(=O)O)C(=O)O)cc1
Energy relative to the best compared isomer or geometry (same formula, charge and spin) = 0.0455 eV
LUMO level = 0.641 eV

Geometry as XYZ:
```
38
C14H18O5S ωB97M-V with the def2-TZVPD basis set
C -0.728 -2.745 1.552
C -1.146 -3.890 0.635
C -1.239 -3.442 -0.828
O -2.191 -2.402 -0.973
C -1.755 -1.116 -1.091
C -0.640 -0.727 -1.827
C -0.276 0.604 -1.884
C -1.012 1.576 -1.221
C -0.570 3.000 -1.206
S -0.164 3.577 0.492
C 1.159 2.433 1.019
C 2.387 2.478 0.121
C 3.524 1.716 0.767
O 3.676 1.569 1.949
O 4.372 1.235 -0.142
C 0.668 1.010 1.183
O 1.180 0.057 0.657
O -0.364 0.920 2.014
C -2.158 1.192 -0.533
C -2.529 -0.134 -0.470
H -0.557 -3.112 2.561
H -1.521 -1.999 1.587
H 0.185 -2.275 1.189
H -2.116 -4.275 0.951
H -0.419 -4.702 0.692
H -0.250 -3.127 -1.170
H -1.582 -4.273 -1.452
H -0.046 -1.454 -2.358
H 0.599 0.884 -2.453
H -1.373 3.675 -1.503
H 0.296 3.171 -1.843
H 1.414 2.801 2.018
H 2.704 3.513 -0.027
H 2.187 2.023 -0.849
H 5.088 0.740 0.287
H -0.647 -0.005 2.107
H -2.743 1.941 -0.019
H -3.413 -0.437 0.069
```

Results of the Löwdin charge analysis, in e, for atoms 1 through 6:
1. C -0.0969
2. C -0.2124
3. C -0.1994
4. O -0.0480
5. C -0.2780
6. C -0.0063

=====

Entry 8:
C3H5NO2S | ωB97M-V with the def2-TZVPD basis set

Calculated values
SMILES = CC(=O)C(=S)NO
Energy relative to the best compared isomer or geometry (same formula, charge and spin) = 4.1627 eV
LUMO level = -1.042 eV

Geometry as XYZ:
```
12
C3H5NO2S ωB97M-V with the def2-TZVPD basis set
C -2.164 0.382 -0.699
C -0.820 -0.057 -0.772
O -0.299 -0.167 -1.897
C 0.163 -0.011 0.526
S 0.133 1.181 1.679
N 1.459 -0.577 0.182
O 1.362 -1.895 -0.569
H -2.220 1.384 -0.668
H -2.551 0.134 0.249
H -2.608 0.062 -1.726
H 2.320 -0.425 0.925
H 1.134 -1.397 -1.508
```

Results of the Löwdin charge analysis, in e, for atoms 1 through 6:
1. C -0.0344
2. C -0.4026
3. O 0.0449
4. C -0.6865
5. S 0.6713
6. N -0.1004

=====

Entry 9:
C20H24BF4N3O3RuS2Se3Te | ωB97M-V with the def2-TZVPD basis set

Calculated values
Net charge = -1
Energy relative to the best compared isomer or geometry (same formula, charge and spin) = 1.1410 eV
<S²> = 0.767
LUMO level (spin up / spin down) = 0.659 / 0.687 eV
Spin multiplicity = 2

Geometry as XYZ:
```
62
C20H24BF4N3O3RuS2Se3Te ωB97M-V with the def2-TZVPD basis set
Ru 2.149 0.244 -0.561
N 2.502 -0.768 1.236
C 3.582 -0.106 1.980
C 4.464 0.736 1.061
O 5.484 1.232 1.521
O 4.042 0.935 -0.145
H 1.642 -0.839 1.771
H 2.766 -1.731 1.020
H 4.209 -0.824 2.506
H 3.156 0.583 2.709
Se 4.738 -2.420 -0.591
Se 3.248 -1.370 -1.789
Te 1.471 0.969 -3.055
Se -0.172 2.757 -3.301
C 4.103 3.849 1.889
N 3.472 4.209 0.629
C 3.882 5.238 -0.196
C 3.046 5.255 -1.256
N 2.136 4.251 -1.052
C 2.398 3.600 0.089
S 1.488 2.316 0.758
H 4.908 4.558 2.070
H 4.518 2.844 1.836
H 3.374 3.910 2.695
H 4.734 5.847 0.044
H 3.021 5.882 -2.128
H 1.366 3.978 -1.684
O 0.103 -0.262 -0.160
S -0.786 -1.195 -0.978
C -2.107 -0.155 -1.663
C -2.814 0.738 -0.691
C -4.170 0.565 -0.430
C -4.828 1.392 0.469
C -4.132 2.401 1.119
C -2.782 2.587 0.853
C -2.125 1.769 -0.054
C -1.705 -2.062 0.305
C -2.671 -3.037 -0.304
C -4.036 -2.939 -0.057
C -4.921 -3.843 -0.628
C -4.447 -4.849 -1.457
C -3.083 -4.957 -1.698
C -2.197 -4.061 -1.121
H -2.783 -0.867 -2.142
H -1.608 0.426 -2.443
H -4.712 -0.225 -0.937
H -5.884 1.248 0.660
H -4.642 3.045 1.825
H -2.231 3.378 1.346
H -1.077 1.933 -0.271
H -2.188 -1.303 0.922
H -0.935 -2.586 0.870
H -4.404 -2.153 0.591
H -5.982 -3.761 -0.423
H -5.136 -5.554 -1.905
H -2.704 -5.752 -2.328
H -1.130 -4.166 -1.275
F 1.220 -3.268 -0.288
B 1.283 -4.200 0.793
F -0.025 -4.438 1.264
F 2.044 -3.602 1.822
F 1.864 -5.383 0.361
```

Results of the Löwdin charge analysis, in e, for atoms 1 through 6:
1. Ru 0.4275
2. N -0.1046
3. C -0.1645
4. C -0.7082
5. O -0.0001
6. O -0.2817

=====

Entry 10:
C27H24AuN4S2Si | ωB97M-V with the def2-TZVPD basis set

Calculated values
Net charge = +1
LUMO level = -4.078 eV

Geometry as XYZ:
```
59
C27H24AuN4S2Si ωB97M-V with the def2-TZVPD basis set
Au 0.103 0.933 0.603
S 1.899 1.068 4.772
C 0.204 0.942 4.964
C -0.468 0.891 3.777
C 0.401 0.971 2.679
C 1.715 1.064 3.036
C 2.809 1.112 2.113
C 4.146 1.044 2.510
C 5.131 1.055 1.546
C 4.768 1.145 0.206
C 3.422 1.207 -0.106
N 2.475 1.187 0.817
H -0.202 0.908 5.956
H -1.536 0.791 3.709
H 4.377 0.976 3.560
H 6.168 0.993 1.833
H 5.514 1.170 -0.570
H 3.088 1.261 -1.131
N -3.994 -0.675 0.739
C -3.434 -1.932 0.725
C -3.976 -3.206 0.651
C -3.086 -4.262 0.641
C -1.701 -4.062 0.704
C -1.156 -2.801 0.785
C -2.038 -1.726 0.792
N -1.802 -0.384 0.849
C -2.971 0.218 0.808
C -3.092 1.653 0.803
C -4.241 2.404 0.788
S -3.867 4.072 0.754
C -2.193 3.660 0.761
N -1.950 2.399 0.784
H -4.977 -0.461 0.696
H -5.042 -3.365 0.604
H -3.466 -5.271 0.582
H -1.048 -4.920 0.686
H -0.094 -2.628 0.841
H -5.260 2.073 0.795
H -1.429 4.410 0.746
C 0.450 2.634 -2.474
Si -0.049 0.882 -1.863
C -1.826 0.536 -2.508
C 1.130 -0.494 -2.456
C 1.771 -1.368 -1.585
C 2.604 -2.364 -2.061
C 2.807 -2.507 -3.423
C 2.169 -1.649 -4.304
C 1.344 -0.650 -3.823
H 0.490 2.676 -3.559
H 1.423 2.936 -2.099
H -0.274 3.372 -2.142
H -1.867 0.592 -3.593
H -2.530 1.265 -2.119
H -2.174 -0.452 -2.223
H 1.620 -1.263 -0.519
H 3.092 -3.036 -1.370
H 3.458 -3.282 -3.798
H 2.310 -1.761 -5.368
H 0.858 0.019 -4.518
```

Results of the Löwdin charge analysis, in e, for atoms 1 through 6:
1. Au 0.9772
2. S 1.0480
3. C -0.4041
4. C -0.2156
5. C -0.3212
6. C -0.5339

=====

Entry 11:
C15H22N8O3SSbSe4W | ωB97M-V with the def2-TZVPD basis set

Calculated values
Net charge = +1
Energy relative to the best compared isomer or geometry (same formula, charge and spin) = 0.0000 eV
LUMO level = -4.855 eV

Geometry as XYZ:
```
55
C15H22N8O3SSbSe4W ωB97M-V with the def2-TZVPD basis set
W -0.209 0.622 -0.284
N -0.380 -1.654 -2.098
C -0.397 -2.814 -1.236
C -0.892 -2.413 0.141
O -0.959 -3.225 1.038
N -1.296 -1.088 0.271
C -2.217 -0.949 1.388
C -2.439 0.510 1.624
O -3.350 1.037 2.171
O -1.381 1.228 1.134
H -1.301 -1.476 -2.488
H 0.250 -1.759 -2.885
H 0.600 -3.248 -1.133
H -1.053 -3.621 -1.576
H -1.821 -1.398 2.305
H -3.178 -1.428 1.190
Se 0.996 3.647 -3.660
Sb -0.339 3.534 -1.675
Se -1.784 1.249 -1.972
Se 1.239 2.399 0.331
Se -1.627 5.137 -0.636
C 2.558 -2.905 1.476
N 3.068 -2.260 0.260
C 4.309 -2.772 -0.310
C 2.405 -1.230 -0.274
N 1.259 -0.807 0.209
N 2.987 -0.616 -1.364
C 2.372 0.299 -2.197
N 3.110 0.780 -3.199
N 1.142 0.642 -2.013
H 3.290 -3.639 1.798
H 1.610 -3.412 1.286
H 2.439 -2.179 2.278
H 4.413 -3.814 -0.023
H 5.182 -2.227 0.057
H 4.284 -2.752 -1.399
H 0.983 -1.290 1.056
H 3.961 -0.807 -1.530
H 4.087 0.569 -3.299
H 2.740 1.592 -3.687
H 0.857 1.288 -2.758
S 0.674 0.069 5.622
C 0.022 0.161 4.027
N 0.861 0.152 3.043
C 2.159 0.121 3.538
C 3.324 0.213 2.767
C 4.546 0.173 3.399
C 4.633 0.047 4.792
C 3.498 -0.010 5.571
C 2.260 0.040 4.932
H -1.050 0.228 3.901
H 3.248 0.354 1.697
H 5.457 0.261 2.822
H 5.605 0.022 5.264
H 3.567 -0.078 6.648
```

Results of the Löwdin charge analysis, in e, for atoms 1 through 6:
1. W 1.0792
2. N -0.0245
3. C -0.1620
4. C -0.5296
5. O 0.0895
6. N -0.1531

=====

What did the sixth record say?
C4H8N2O | ωB97M-V with the def2-TZVPD basis set

Calculated values
Energy relative to the best compared isomer or geometry (same formula, charge and spin) = 5.8798 eV
LUMO level (spin up / spin down) = -0.828 / 0.386 eV

Geometry as XYZ:
```
15
C4H8N2O ωB97M-V with the def2-TZVPD basis set
C -0.066 0.670 0.957
C 0.683 1.824 0.429
C -0.471 -0.573 0.178
C 0.848 -1.737 -1.351
O -0.966 0.317 -0.922
N 0.605 -1.453 -0.144
N -1.570 -1.000 0.865
H -1.926 0.241 -0.783
H -0.447 0.767 1.970
H -1.319 -1.694 1.564
H 1.415 2.094 1.204
H 1.219 1.592 -0.488
H 0.046 2.703 0.284
H 0.300 -1.314 -2.196
H 1.650 -2.438 -1.568
```

Results of the Löwdin charge analysis, in e, for atoms 1 through 6:
1. C -0.0247
2. C -0.0963
3. C -0.7152
4. C -0.0085
5. O -0.0592
6. N 0.0772

=====

Copy entry 2 word for word.
C4H5NO2 | ωB97M-V with the def2-TZVPD basis set

Calculated values
SMILES = Cc1coc(=O)[nH]1
Energy relative to the best compared isomer or geometry (same formula, charge and spin) = 1.0340 eV
LUMO level = 0.618 eV

Geometry as XYZ:
```
12
C4H5NO2 ωB97M-V with the def2-TZVPD basis set
C -1.416 -0.437 -0.933
C -0.262 0.062 -0.148
C 0.128 1.257 0.275
O 1.399 1.199 0.814
C 1.821 -0.110 0.757
O 2.925 -0.455 1.058
N 0.723 -0.895 0.272
H -1.046 -0.684 -1.933
H -1.861 -1.350 -0.518
H -2.184 0.332 -1.012
H -0.361 2.214 0.288
H 0.134 -1.133 1.080
```

Results of the Löwdin charge analysis, in e, for atoms 1 through 6:
1. C -0.0298
2. C -0.3340
3. C -0.0509
4. O 0.0724
5. C -0.4879
6. O 0.1420

=====

> What is the formula in the first record?

C5H7NO2